DFT (ωB97M-V/def2-TZVPD) results for a 8-piece molecular cluster, C48H120O32P8 overall.

## Properties
LUMO energy = 0.42 eV
HOMO = -10.29 eV
relative energy (zero: lowest compared OMol25 entry of this formula, charge and spin) = 371.33 kJ/mol
frontier orbital gap = 10.71 eV

Structure (XYZ):
```
208
Properties=species:S:1:pos:R:3:forces:R:3:mulliken_charge:R:1
C -0.502 1.591 -8.730 -0.6 1.6 -0.1 -1.173
C -0.602 1.571 -7.207 0.1 -0.8 -1.4 -0.081
O 0.749 1.569 -6.714 0.7 1.6 1.0 -0.069
P 1.395 2.940 -6.052 0.5 -1.6 -1.3 0.244
O 0.492 3.633 -5.116 0.6 -0.2 -0.6 -0.255
O 1.944 3.761 -7.364 -2.4 -2.1 1.4 -0.224
C 2.921 4.746 -7.296 1.9 0.3 0.5 -0.107
C 3.962 4.439 -8.337 -0.2 -0.5 -0.6 -1.282
O 2.747 2.288 -5.431 -1.3 2.3 -1.4 -0.393
C 2.704 1.718 -4.139 -0.1 -1.2 0.1 0.238
C 2.734 0.246 -4.403 -0.2 -1.1 -0.1 -0.619
H -0.132 0.702 -9.241 0.6 0.1 0.5 0.283
H -1.442 1.805 -9.239 -0.5 -0.1 0.4 0.394
H 0.053 2.517 -8.882 0.6 -0.4 -0.8 0.229
H -1.125 2.446 -6.822 -0.3 -0.3 0.0 0.298
H -1.081 0.615 -6.997 0.1 0.2 1.1 0.196
H 2.557 5.752 -7.507 -0.5 -0.1 0.5 0.294
H 3.402 4.661 -6.321 -0.1 0.6 0.2 0.309
H 4.806 5.125 -8.260 -0.1 0.0 -0.2 0.374
H 4.302 3.404 -8.285 0.2 0.0 0.4 0.317
H 3.464 4.479 -9.305 0.3 0.4 -0.2 0.316
H 3.623 2.002 -3.626 -0.3 0.3 0.2 0.390
H 1.799 1.952 -3.578 0.1 0.6 0.0 -0.199
H 1.944 -0.122 -5.059 -0.3 0.6 -0.1 0.155
H 3.644 0.033 -4.964 0.2 -0.4 0.5 0.632
H 2.564 -0.332 -3.495 0.7 -0.1 0.1 -0.223
C -1.735 -1.672 3.294 0.4 1.0 -0.4 0.030
C -1.969 -2.234 1.898 1.0 -0.5 1.4 0.283
O -2.132 -1.130 1.006 0.9 1.0 -0.9 -0.118
P -0.827 -0.387 0.351 -0.4 -0.1 0.1 -0.229
O 0.423 -0.279 1.198 -2.4 0.1 -1.4 -0.560
O -0.666 -1.314 -0.960 0.3 1.1 1.2 0.970
C 0.236 -0.889 -2.012 -0.9 0.1 -0.9 0.169
C -0.599 -0.202 -3.081 -0.4 0.4 -0.4 0.551
O -1.517 1.025 -0.236 1.3 -1.8 0.6 0.839
C -1.277 2.249 0.471 0.9 1.2 1.4 -1.059
C 0.067 2.959 0.175 -0.2 -1.0 -1.0 -0.511
H -1.567 -2.372 4.112 -0.4 -0.2 -0.2 0.203
H -0.854 -1.034 3.220 0.3 -0.2 0.1 -0.674
H -2.517 -0.941 3.501 -0.4 -0.3 0.3 0.198
H -1.107 -2.840 1.620 0.1 0.0 -0.3 -0.301
H -2.817 -2.919 1.914 -0.4 0.5 -0.6 0.334
H 1.010 -0.194 -1.685 0.1 -0.3 0.5 0.284
H 0.638 -1.804 -2.446 0.4 0.1 0.4 -0.819
H -0.985 -0.905 -3.818 0.2 0.0 -0.1 0.091
H -1.472 0.302 -2.667 0.1 0.0 0.3 -0.394
H -0.032 0.586 -3.577 0.1 -0.1 -0.2 -0.426
H -2.055 2.998 0.320 -0.4 -0.5 -0.8 0.416
H -1.373 2.049 1.539 0.3 -0.2 0.2 0.583
H 0.187 3.022 -0.906 -0.2 0.1 -0.3 -0.313
H 0.112 3.996 0.508 -0.1 -0.2 0.4 0.356
H 0.931 2.371 0.484 -0.1 0.1 0.5 -0.125
C -0.142 9.757 -2.751 -1.0 0.1 -0.2 -1.027
C -1.567 9.194 -2.854 0.7 0.6 0.1 -0.300
O -1.593 7.779 -2.808 0.0 -1.4 1.0 -0.396
P -1.096 6.940 -1.532 -1.4 -0.5 -0.1 0.756
O 0.337 6.987 -1.221 -0.2 -0.2 -0.1 -0.703
O -2.030 7.545 -0.330 1.0 -0.7 -1.1 -0.405
C -1.566 7.339 1.011 -0.5 -1.2 1.1 -0.219
C -2.724 6.753 1.922 1.5 0.4 -0.3 -1.126
O -1.727 5.454 -1.842 0.3 1.8 1.0 -0.007
C -1.245 4.668 -2.955 -0.2 0.0 -0.6 -0.484
C -2.009 3.355 -3.006 -0.4 -0.7 0.9 -0.236
H -0.260 10.828 -2.913 0.3 0.1 -0.1 0.410
H 0.285 9.616 -1.758 0.0 -0.2 -0.1 0.312
H 0.481 9.304 -3.522 0.1 0.1 0.1 0.264
H -2.185 9.628 -2.068 -0.1 -0.2 0.1 0.265
H -2.032 9.431 -3.812 0.1 0.1 0.0 0.310
H -0.668 6.723 1.063 -0.2 -0.5 -0.5 0.229
H -1.165 8.241 1.474 -0.6 0.6 -0.4 0.385
H -2.339 5.949 2.549 0.4 0.3 0.3 0.288
H -2.994 7.608 2.542 -0.8 -0.5 0.1 0.319
H -3.543 6.231 1.425 -0.1 0.8 -0.5 0.340
H -1.466 5.237 -3.858 0.4 0.0 -0.1 0.587
H -0.173 4.527 -2.812 -0.1 -0.1 -0.3 0.332
H -3.093 3.461 -3.030 -0.1 0.6 0.0 0.393
H -1.804 2.643 -3.805 0.6 0.6 -0.3 0.200
H -1.831 2.779 -2.098 0.1 0.0 0.2 -0.408
C -3.950 -3.860 -2.012 0.0 0.1 -0.2 -1.300
C -3.445 -2.508 -2.519 1.8 -1.3 1.5 1.829
O -4.424 -1.751 -3.191 -1.0 1.8 0.3 -0.094
P -5.532 -1.057 -2.235 -2.3 -1.0 -0.1 0.324
O -6.332 -2.060 -1.445 1.4 2.1 -1.2 -0.789
O -4.778 0.074 -1.377 0.2 -0.7 -1.4 0.418
C -5.567 0.676 -0.353 -0.2 -1.2 1.4 -0.491
C -4.813 1.782 0.292 -0.3 1.1 -0.9 -0.988
O -6.532 -0.192 -3.255 1.8 -1.9 2.9 -0.326
C -6.045 0.528 -4.349 -0.4 -0.4 -0.9 0.443
C -7.273 0.849 -5.121 -0.4 1.4 -1.4 -1.470
H -4.731 -4.258 -2.659 -0.1 0.1 0.1 0.402
H -3.151 -4.601 -2.001 0.2 0.1 0.0 0.195
H -4.319 -3.712 -0.997 -0.3 -0.4 -0.2 0.287
H -3.004 -2.009 -1.656 -0.6 0.7 0.3 -0.814
H -2.508 -2.616 -3.066 -0.6 -0.1 -1.2 -0.452
H -6.517 1.030 -0.754 0.0 -0.1 0.0 0.439
H -5.730 -0.109 0.386 -0.5 -0.1 -0.1 0.288
H -3.797 1.529 0.595 -0.3 -0.1 0.0 -0.035
H -4.839 2.540 -0.491 0.8 0.5 0.1 0.305
H -5.412 2.220 1.089 0.2 -0.3 0.3 0.448
H -5.582 1.490 -4.129 0.6 -0.3 0.5 0.021
H -5.402 -0.136 -4.928 0.3 0.3 0.0 0.191
H -7.695 1.801 -4.798 -0.4 -0.2 0.5 0.327
H -6.952 1.129 -6.124 -0.2 -0.4 -0.4 0.402
H -8.051 0.086 -5.148 0.3 -0.1 0.0 0.355
C 1.767 -3.016 5.139 -1.1 0.0 1.5 -0.931
C 1.985 -2.231 3.891 -2.1 -1.8 0.1 0.907
O 3.279 -2.451 3.472 3.2 -0.4 -2.1 -0.139
P 3.719 -3.608 2.384 1.1 -0.6 0.4 0.847
O 2.686 -4.652 2.103 1.2 1.6 0.7 -0.663
O 5.158 -4.164 3.002 -2.0 2.4 -1.1 -0.389
C 5.117 -4.933 4.192 0.5 -2.0 0.7 -0.009
C 6.240 -4.643 5.217 -0.2 1.0 -0.7 -1.269
O 4.281 -2.860 1.033 -0.1 -0.6 3.6 -0.566
C 3.455 -1.815 0.547 -0.4 -0.4 -2.3 1.634
C 4.105 -1.538 -0.816 -0.6 0.1 0.8 -1.634
H 1.952 -4.080 4.990 0.1 0.1 0.0 0.322
H 2.250 -2.654 6.047 0.8 0.1 -0.3 0.388
H 0.734 -2.890 5.462 -0.5 -0.3 -0.3 -0.013
H 1.366 -2.732 3.147 -0.6 0.5 -0.1 0.006
H 1.633 -1.209 4.033 0.8 0.3 -0.5 -0.379
H 4.141 -4.954 4.677 -0.1 0.4 -0.1 0.166
H 5.256 -5.924 3.760 0.0 -0.5 0.7 0.340
H 6.143 -3.625 5.595 0.0 0.2 -0.2 0.309
H 6.270 -5.238 6.130 -0.5 -0.5 -0.4 0.380
H 7.215 -4.728 4.737 0.0 0.0 0.0 0.304
H 2.457 -2.237 0.431 -0.2 0.0 -0.4 -0.493
H 3.234 -0.896 1.089 1.0 -0.1 0.8 -0.009
H 5.158 -1.269 -0.728 -0.1 0.5 0.3 0.472
H 4.155 -2.475 -1.371 -0.6 0.2 -0.3 0.244
H 3.505 -0.729 -1.233 0.3 -0.1 -0.8 0.299
C -0.192 -3.986 -7.105 0.9 0.3 -0.7 -0.895
C -1.206 -4.476 -6.105 0.6 -0.7 0.0 -0.332
O -0.887 -4.045 -4.794 1.4 0.5 2.7 -0.046
P 0.245 -4.733 -3.828 -0.2 2.4 -0.5 0.372
O 0.537 -6.141 -4.129 -0.2 0.4 0.7 -0.827
O 1.512 -3.698 -4.043 -1.0 -0.1 0.0 0.162
C 2.854 -3.963 -3.584 0.3 -1.9 -1.1 0.367
C 3.544 -4.864 -4.633 -0.5 -0.5 -1.1 -1.609
O -0.295 -4.255 -2.347 0.5 0.2 -3.0 0.403
C -0.193 -5.096 -1.235 0.1 -1.3 1.2 -1.164
C 0.649 -4.513 -0.088 -1.2 0.5 -1.4 -0.269
H 0.821 -4.266 -6.816 0.0 -0.3 0.2 0.157
H -0.318 -4.371 -8.117 -0.4 -0.4 0.1 0.406
H -0.104 -2.910 -7.259 -0.5 0.2 0.5 0.179
H -2.216 -4.116 -6.295 0.1 -0.2 0.0 0.276
H -1.146 -5.559 -5.997 -0.5 -0.2 -0.8 0.359
H 3.485 -3.076 -3.516 -0.8 0.5 0.2 0.145
H 2.782 -4.462 -2.617 0.3 0.1 0.1 0.046
H 4.568 -5.189 -4.443 -0.1 0.2 0.5 0.394
H 2.964 -5.724 -4.967 -0.2 -0.5 1.2 0.336
H 3.549 -4.448 -5.640 0.3 1.2 0.2 0.372
H -1.195 -5.305 -0.862 -0.2 0.2 -0.1 0.285
H 0.175 -6.065 -1.570 0.2 -0.1 0.2 0.534
H 0.423 -3.448 -0.038 0.0 0.2 -0.1 -0.476
H 0.178 -4.911 0.811 1.1 -0.4 0.3 0.451
H 1.713 -4.611 -0.302 -0.1 -0.4 0.8 0.388
C 5.588 0.843 1.885 -0.6 -0.3 0.2 -0.773
C 4.691 1.858 2.543 0.3 1.7 -1.9 0.060
O 4.760 1.674 3.922 -1.4 0.7 3.0 -0.138
P 3.972 2.695 4.941 1.1 1.2 1.3 0.547
O 4.242 2.539 6.437 -0.9 -0.3 -3.9 -0.768
O 4.394 4.184 4.392 -0.2 -1.4 0.6 -0.324
C 4.443 5.310 5.285 -0.3 0.7 0.7 -0.245
C 3.321 6.295 5.076 -0.3 -0.2 -0.8 -1.134
O 2.441 2.674 4.398 0.4 -0.5 0.7 0.043
C 1.540 1.821 5.118 -1.1 -1.4 0.9 -0.539
C 0.181 1.588 4.467 0.6 0.6 -0.6 -0.404
H 5.072 -0.104 2.042 0.5 -0.3 0.2 -0.115
H 5.630 0.955 0.801 0.2 0.3 0.1 0.325
H 6.569 0.835 2.360 0.0 -0.1 -0.3 0.399
H 4.954 2.900 2.362 0.7 0.1 -0.3 0.379
H 3.709 1.860 2.070 -0.6 -0.7 0.6 0.062
H 4.416 5.061 6.346 0.5 -0.7 -0.2 0.314
H 5.339 5.891 5.071 0.3 -0.6 -0.1 0.305
H 2.331 5.989 5.413 0.1 -0.3 0.1 0.285
H 3.596 7.214 5.595 -0.1 0.1 -0.2 0.394
H 3.273 6.441 3.997 -0.2 0.5 0.0 0.274
H 1.914 0.804 5.232 0.9 0.2 0.3 0.356
H 1.313 2.224 6.105 0.6 0.2 0.0 0.345
H 0.194 0.770 3.746 0.2 0.4 -0.5 -0.302
H -0.570 1.282 5.195 0.1 0.4 0.3 0.160
H -0.047 2.560 4.027 -0.7 -0.2 -0.4 0.382
C -3.491 -6.056 4.069 0.2 -0.4 0.3 -1.151
C -3.738 -5.786 5.570 -0.3 -0.9 -1.9 -0.204
O -3.218 -4.512 5.860 1.1 1.3 1.6 -0.037
P -2.481 -4.150 7.246 0.5 0.2 0.3 0.304
O -3.142 -4.492 8.535 0.6 0.4 -1.6 -0.773
O -1.003 -4.779 7.019 -1.5 0.2 0.4 -0.144
C -0.086 -4.519 8.107 0.9 -0.1 -0.8 0.157
C 0.087 -5.661 9.039 -0.8 -1.0 1.4 -1.462
O -2.118 -2.581 7.054 1.0 -2.6 -0.3 0.242
C -2.741 -1.513 7.692 -2.3 0.0 -0.6 -0.322
C -2.949 -0.510 6.607 1.0 1.4 -0.9 -0.602
H -3.974 -6.988 3.775 -0.4 0.1 0.0 0.417
H -3.812 -5.250 3.410 -0.2 0.0 0.2 0.227
H -2.440 -6.262 3.866 0.2 0.3 0.2 0.304
H -4.815 -5.768 5.740 0.1 -0.1 0.3 0.259
H -3.244 -6.605 6.093 -0.1 0.2 0.5 0.329
H 0.874 -4.433 7.598 0.0 0.6 -0.1 0.138
H -0.366 -3.588 8.599 0.2 0.0 0.1 0.312
H 0.190 -6.625 8.540 0.2 0.2 -0.2 0.312
H 0.929 -5.528 9.718 0.4 0.2 -0.4 0.411
H -0.738 -5.776 9.742 -0.4 0.1 -0.2 0.330
H -3.789 -1.780 7.824 0.0 -0.4 1.2 0.310
H -2.267 -1.242 8.635 0.1 0.2 -0.3 0.258
H -3.569 0.329 6.924 -0.1 -0.1 -0.1 0.477
H -2.033 -0.121 6.161 0.4 0.3 0.5 -0.120
H -3.336 -1.006 5.718 -0.8 -0.2 0.4 0.192
```
Positions in Å, forces in eV/Å.

=====

DFT (ωB97M-V/def2-TZVPD) results for H17O9Pb as an isolated structure.

## Properties
LUMO energy = -5.23 eV
total charge = +1
HOMO = -13.28 eV
relative energy (zero: lowest compared OMol25 entry of this formula, charge and spin) = 63.21 kJ/mol
frontier orbital gap = 8.05 eV

Structure (XYZ):
```
27
Properties=species:S:1:pos:R:3:forces:R:3:mulliken_charge:R:1
Pb 2.002 -0.597 1.038 0.4 -0.8 0.0 1.314
O 2.359 -2.289 2.481 0.1 2.3 -1.0 -1.270
H 2.084 -3.131 2.791 -0.5 -1.6 0.6 0.438
O 4.365 -2.801 4.127 -0.7 0.5 -0.7 -0.635
H 3.600 -2.760 3.494 1.1 0.2 0.9 0.213
H 4.926 -2.102 3.782 0.5 0.0 0.1 0.288
O 3.583 -4.320 1.016 1.4 1.5 -1.2 -0.602
H 3.050 -3.734 1.537 -0.3 -0.3 0.2 0.426
H 3.367 -5.221 1.116 -0.8 -1.4 0.5 0.322
O 0.052 -0.104 2.280 1.0 -1.0 0.5 -0.534
H -0.741 0.424 2.247 -0.7 0.1 0.1 0.302
H 0.043 -0.805 2.970 -0.7 0.7 -0.5 0.318
O 2.705 0.603 2.925 1.2 -0.5 1.2 -0.620
H 2.025 0.606 3.629 0.0 0.0 -0.1 0.402
H 3.475 0.211 3.436 -0.9 0.6 -0.8 0.384
O 4.230 -5.339 3.767 -0.2 -4.3 -0.3 -0.652
H 4.700 -5.976 3.163 -0.8 1.1 1.1 0.289
H 4.468 -4.483 3.540 1.3 2.5 -0.6 0.376
O 0.076 -3.537 1.783 0.2 1.0 -1.1 -0.609
H 0.853 -3.001 2.002 -0.8 -0.4 -0.3 0.292
H -0.167 -3.984 2.573 -0.4 -0.8 1.1 0.367
O 2.119 -4.616 5.413 -1.2 -1.0 -1.3 -0.641
H 2.422 -3.891 5.922 0.9 0.9 0.7 0.297
H 2.842 -5.013 4.896 0.2 0.2 0.4 0.392
O 1.720 -1.321 4.927 -1.2 0.5 -0.6 -0.555
H 1.831 -1.843 4.118 0.9 -0.1 0.1 0.308
H 0.749 -1.292 4.915 0.1 0.1 1.1 0.388
```
Positions in Å, forces in eV/Å.

=====

DFT (ωB97M-V/def2-TZVPD) results for a 2-piece molecular cluster, C9H13NO3 overall.

## Properties
LUMO energy = -0.01 eV
HOMO = -8.41 eV
relative energy (zero: lowest compared OMol25 entry of this formula, charge and spin) = 906.04 kJ/mol
frontier orbital gap = 8.40 eV

Structure (XYZ):
```
26
Properties=species:S:1:pos:R:3:forces:R:3:mulliken_charge:R:1
C 3.315 -1.861 0.174 -0.7 1.6 5.0 -0.745
C 1.724 -0.100 -0.263 6.1 1.3 2.3 0.705
C 0.481 -0.413 -0.436 -5.3 -4.1 -1.8 -0.202
C -0.608 0.518 -0.492 0.7 -2.4 2.2 0.296
C -0.357 1.769 0.015 2.2 1.1 -1.2 -0.655
C 0.969 2.200 0.280 2.7 -3.1 0.5 -0.481
C 2.105 1.142 0.365 -0.4 3.7 -3.9 0.137
C -1.969 -0.024 -0.782 -1.8 -2.1 -1.6 -0.148
C -2.699 -1.016 0.145 -1.2 2.1 -1.1 -0.748
H 2.614 -2.445 0.803 0.0 -1.0 -1.2 0.299
H 4.207 -2.383 -0.154 -0.3 0.2 -0.4 0.290
H 3.483 -1.144 1.036 1.5 -0.8 -0.4 0.286
H 0.418 -1.647 -0.642 -0.5 3.6 0.1 0.118
H -1.027 2.562 -0.201 -1.0 0.5 0.4 0.356
H 1.210 3.278 0.278 -0.1 -0.8 0.5 0.250
H 3.753 2.658 0.032 -1.3 -5.4 0.8 0.329
H -1.939 -0.626 -1.780 0.3 1.3 1.2 0.387
H -3.521 0.598 -1.934 1.8 2.2 5.6 0.422
H -2.057 -1.788 0.299 1.5 -2.8 0.6 0.546
H -3.675 -1.383 -0.506 2.2 0.9 2.0 0.217
H -2.886 -1.289 2.129 -0.4 4.2 -1.7 0.289
H -3.961 0.269 1.469 4.5 -2.6 0.2 0.283
N -2.833 -0.291 1.458 -4.7 -3.0 1.4 -0.609
O 2.689 -1.024 -0.698 -1.4 1.2 -2.6 -0.438
O 3.592 1.503 0.171 -2.6 4.0 0.4 -0.539
O -3.029 0.935 -0.765 -2.0 0.1 -7.3 -0.646
```
Positions in Å, forces in eV/Å.

=====

DFT (ωB97M-V/def2-TZVPD) results for one molecule with the formula CH3OP.

## Properties
LUMO energy = 0.38 eV
HOMO = -9.74 eV
relative energy (zero: lowest compared OMol25 entry of this formula, charge and spin) = 139.31 kJ/mol
frontier orbital gap = 10.11 eV

Structure (XYZ):
```
6
Properties=species:S:1:pos:R:3:forces:R:3:mulliken_charge:R:1
O -1.700 -0.121 0.378 3.8 -0.3 -2.6 -0.474
C -0.668 -0.234 -0.371 -4.6 3.5 5.9 0.004
P 0.834 0.812 -0.230 0.4 -0.8 1.8 -0.093
H -0.730 -0.924 -1.094 0.2 -2.7 -3.1 0.409
H 1.424 -0.447 0.053 0.7 0.0 -0.6 0.061
H 0.839 0.914 1.264 -0.5 0.4 -1.4 0.093
```
Positions in Å, forces in eV/Å.

=====

> What is the frontier orbital gap in the third record?

8.40 eV